No. 1
14
Properties=species:S:1:pos:R:3 method="wB97M-V/def2-TZVPD" mol_weight_g_mol=77.1 e_above_lowest_kcal_mol=40.93 charge=+1 homo_energy_ev=-13.704 lumo_energy_ev=-4.09 homo_lumo_gap_ev=9.615
C 0.222 -1.296 -0.770
N 1.247 -1.000 0.282
C 1.515 0.132 0.879
N 2.540 0.234 1.696
H 0.465 -2.304 -1.307
H 0.323 -0.495 -1.596
H -0.776 -1.379 -0.382
H 1.399 -1.873 0.880
H 1.037 1.044 0.539
H 3.121 -0.639 1.700
H 2.860 1.058 2.257
H -4.870 2.087 -2.160
H -4.444 2.582 -0.732
O -4.639 1.849 -1.286



No. 2
14
Properties=species:S:1:pos:R:3 method="wB97M-V/def2-TZVPD" mol_weight_g_mol=77.1 e_above_lowest_kcal_mol=37.43 charge=+1 homo_energy_ev=-14.220 lumo_energy_ev=-3.76 homo_lumo_gap_ev=10.457
O 1.609 -1.397 -0.784
C 0.934 -0.920 0.084
C -0.493 -0.524 -0.212
N -0.817 -1.101 -1.572
H 1.308 -0.750 1.099
H -1.198 -0.900 0.526
H -0.599 0.559 -0.259
H -1.315 -1.987 -1.548
H -1.309 -0.447 -2.180
H 0.124 -1.319 -1.979
N 0.299 2.056 1.492
H 0.307 1.545 2.368
H -0.108 2.944 1.712
H 1.258 2.240 1.253



No. 3
15
Properties=species:S:1:pos:R:3 method="wB97M-V/def2-TZVPD" mol_weight_g_mol=93.1 e_above_lowest_kcal_mol=43.77 charge=+1 homo_energy_ev=-14.063 lumo_energy_ev=-3.82 homo_lumo_gap_ev=10.248
C 1.234 0.479 -0.520
C -0.192 0.501 0.216
N -1.127 1.211 -0.364
N 2.297 -0.184 0.037
O -1.664 -1.557 -0.137
O -0.122 0.184 1.529
H 1.456 1.550 -0.451
H 1.123 0.272 -1.571
H -2.039 1.445 -0.033
H -0.901 1.297 -1.388
H 2.244 -0.036 1.073
H 2.293 -1.183 -0.090
H -1.387 -2.286 0.497
H -2.230 -1.929 -0.839
H -0.984 0.237 2.044